Molecular formula: C3H9NO2
Method: DFT, ωB97M-V/def2-TZVPD

XYZ file:
```
15
Properties=species:S:1:pos:R:3:mulliken_charge:R:1
C 1.17 2.13 -1.73 -0.36
O 2.54 1.75 -1.55 -0.51
H 2.61 1.34 -0.67 0.29
H 1.14 2.36 -2.80 0.22
H 0.48 1.35 -1.43 0.14
H 0.94 3.04 -1.17 0.22
C -0.17 -1.44 2.00 -1.02
C -1.03 -0.92 0.82 0.64
O -1.08 0.25 0.53 -0.58
N -1.74 -1.90 0.18 -0.38
H -2.54 -1.59 -0.37 0.23
H -1.77 -2.89 0.33 0.19
H 0.58 -2.18 1.68 0.31
H -0.75 -1.99 2.74 0.32
H 0.34 -0.56 2.36 0.28
```

charge	0
E_HOMO	-10.00	eV
2S+1	1
largest force on an atom	2.43	eV/Å
SMILES	CC(N)=O.CO
ΔE to the lowest compared entry with this formula, charge and spin	24.8	kcal per mole
Kohn-Sham gap	10.683	eV

Molecular formula: C31H56N4O17V
Method: DFT, ωB97M-V/def2-TZVPD

XYZ file:
```
109
Properties=species:S:1:pos:R:3:mulliken_charge:R:1
C 3.71 2.34 -5.05 -1.39
C 3.00 2.30 -3.68 0.55
C 2.07 3.51 -3.46 -0.99
O 1.73 3.55 -2.10 -0.12
C 0.85 4.66 -1.86 -0.80
N 2.17 1.05 -3.57 0.29
H 1.47 1.08 -4.31 0.53
H 2.80 0.26 -3.43 0.43
H 1.58 1.17 -2.74 -0.47
H 4.49 1.59 -5.09 0.42
H 4.18 3.31 -5.23 0.39
H 2.87 2.24 -5.74 0.43
H 3.66 2.27 -2.81 -0.02
H 1.14 3.50 -4.06 0.39
H 2.59 4.42 -3.74 0.55
H 1.08 5.26 -0.99 0.32
H -0.17 4.27 -1.89 0.06
H 0.71 5.33 -2.71 0.43
O -2.53 -1.45 -2.76 -0.57
V -1.12 -2.16 -3.13 1.44
O -1.21 -3.66 -2.61 -0.55
C -0.49 0.75 -0.33 0.71
C 0.35 -0.52 -0.51 0.56
O 0.27 -1.14 -1.74 -0.21
H -0.01 1.54 -0.92 -0.48
H -0.67 1.09 0.69 0.59
H -1.53 0.58 -0.65 -0.72
H 0.13 -1.21 0.31 0.47
H 1.38 -0.18 -0.34 -1.07
C -0.21 -2.11 6.67 -0.62
O 0.83 -2.13 5.73 -0.43
C 0.49 -2.05 4.36 -0.18
C 0.33 -0.62 3.89 0.69
O -0.90 0.00 4.27 -0.49
C -2.05 -0.51 3.63 -0.18
H 0.19 -1.93 7.67 0.29
H -0.78 -3.03 6.72 0.24
H -0.89 -1.27 6.51 0.25
H -0.38 -2.68 4.16 0.00
H 1.32 -2.54 3.84 0.40
H 0.34 -0.63 2.79 -0.59
H 1.12 0.06 4.22 0.21
H -2.37 -1.50 3.97 0.25
H -1.87 -0.39 2.56 -0.13
H -2.98 0.04 3.79 0.32
C -4.34 -3.28 2.69 -0.10
O -5.17 -2.50 2.24 -0.52
N -3.26 -3.62 1.95 0.34
C -2.34 -4.64 2.47 -1.04
C -3.02 -3.14 0.62 0.25
H -4.31 -3.73 3.69 0.37
H -1.34 -4.54 2.06 0.28
H -2.68 -5.61 2.08 0.36
H -2.28 -4.69 3.55 0.34
H -3.22 -3.91 -0.13 0.38
H -3.73 -2.35 0.40 -0.56
H -2.06 -2.64 0.54 -0.16
C -2.89 4.67 -2.77 0.13
O -2.12 5.25 -3.51 -0.56
N -2.81 3.31 -2.59 0.21
C -3.43 2.66 -1.49 -0.90
C -2.04 2.46 -3.48 -0.75
H -3.61 5.22 -2.16 0.36
H -4.24 3.24 -1.05 0.46
H -2.73 2.38 -0.70 0.21
H -3.90 1.73 -1.83 0.13
H -1.62 2.98 -4.34 0.38
H -1.18 1.97 -3.00 -0.05
H -2.64 1.58 -3.71 0.43
C 5.77 1.77 0.91 0.11
O 6.78 1.33 1.38 -0.57
N 4.48 1.46 1.28 0.24
C 3.38 2.14 0.62 -0.16
C 4.18 0.50 2.31 -0.89
H 5.68 2.45 0.04 0.29
H 2.81 2.72 1.36 0.45
H 2.63 1.40 0.32 -0.58
H 3.62 2.87 -0.14 0.25
H 4.49 0.91 3.27 0.38
H 3.12 0.24 2.27 0.18
H 4.64 -0.46 2.06 0.30
C -7.24 0.12 1.12 -0.81
C -6.17 0.72 1.68 0.17
C -4.78 0.65 1.09 0.76
O -3.85 1.31 1.50 -0.68
C -4.70 -0.31 0.00 -0.36
C -5.76 -0.89 -0.58 0.80
C -7.14 -0.71 -0.11 0.32
O -8.09 -1.09 -0.76 -0.59
O -5.53 -1.72 -1.61 -0.47
O -6.26 1.45 2.81 -0.60
H -8.16 0.17 1.69 0.41
H -3.72 -0.48 -0.43 0.37
H -6.35 -2.20 -1.81 0.36
H -5.40 1.87 2.96 0.37
C 4.84 -3.58 -0.59 -0.72
C 4.06 -2.54 -0.91 0.47
C 4.55 -1.22 -1.38 0.46
O 3.85 -0.28 -1.75 -0.24
C 5.99 -1.14 -1.39 -1.05
C 6.80 -2.21 -1.18 0.33
C 6.33 -3.54 -0.72 0.74
O 7.08 -4.44 -0.44 -0.55
O 8.11 -2.12 -1.36 -0.54
O 2.72 -2.75 -0.94 -0.54
H 4.41 -4.57 -0.49 0.48
H 6.38 -0.21 -1.77 0.46
H 8.55 -2.94 -1.08 0.36
H 2.22 -1.93 -1.10 0.11
```

charge	+1
E_HOMO	-11.01	eV
2S+1	1
largest force on an atom	5.74	eV/Å
Kohn-Sham gap	5.458	eV

Molecular formula: C5H8O
Method: DFT, ωB97M-V/def2-TZVPD

XYZ file:
```
14
Properties=species:S:1:pos:R:3:mulliken_charge:R:1
C 1.46 -0.38 0.46 -1.22
C 0.65 0.60 -0.35 0.21
C -0.74 0.30 -0.97 -0.19
C -1.77 -0.18 0.00 -0.59
O -1.26 0.50 1.06 -0.22
C -0.51 1.32 0.15 -0.18
H 0.84 -1.13 0.94 0.29
H 2.01 0.14 1.24 0.31
H 2.19 -0.89 -0.17 0.33
H 1.22 1.20 -1.06 0.42
H -0.93 0.42 -2.03 0.37
H -0.86 -2.31 0.29 -0.04
H -1.53 -1.95 0.27 0.16
H -0.75 2.37 0.15 0.37
```

charge	0
E_HOMO	-8.43	eV
2S+1	1
largest force on an atom	0.46	eV/Å
ΔE to the lowest compared entry with this formula, charge and spin	136.1	kcal per mole
Kohn-Sham gap	9.187	eV

Molecular formula: C5H6N2S
Method: DFT, ωB97M-V/def2-TZVPD

XYZ file:
```
14
Properties=species:S:1:pos:R:3:mulliken_charge:R:1
C 1.90 0.29 0.28 -0.64
C 0.72 1.09 -0.39 -0.38
C -0.54 0.34 -0.09 -0.02
C -1.48 -1.66 -0.11 -0.33
C -0.35 -1.00 -0.03 0.26
H 1.85 0.36 1.48 0.27
H 2.88 0.66 -0.06 0.41
H 0.94 1.16 -1.44 0.26
H 1.05 2.22 -0.03 0.23
H -2.34 1.21 0.60 0.33
H -1.80 -2.74 -0.08 0.39
N -1.88 0.44 0.00 0.17
N -2.45 -0.75 -0.01 -0.79
S 1.49 -1.59 -0.11 -0.17
```

charge	0
E_HOMO	-8.34	eV
2S+1	1
largest force on an atom	8.11	eV/Å
SMILES	c1n[nH]c2c1SCC2
ΔE to the lowest compared entry with this formula, charge and spin	69.8	kcal per mole
Kohn-Sham gap	9.163	eV

Molecular formula: C19H41BO9
Method: DFT, ωB97M-V/def2-TZVPD

XYZ file:
```
70
Properties=species:S:1:pos:R:3:mulliken_charge:R:1
C -0.06 3.06 -1.15 -0.73
B 0.44 1.59 -0.99 0.63
O 0.61 1.06 0.23 -0.67
C 0.89 -0.34 0.36 -0.18
C -0.36 -1.18 0.17 -0.85
H -0.05 3.36 -2.19 0.17
H 0.57 3.75 -0.57 0.20
H -1.08 3.15 -0.77 0.30
H 0.68 0.89 -1.94 -0.19
H 1.68 -0.63 -0.33 0.26
H 1.28 -0.49 1.37 0.23
H -0.93 -0.86 -0.70 0.33
H -1.01 -1.15 1.04 0.17
H -0.08 -2.23 0.03 0.31
O -1.71 5.96 -0.60 -0.55
C -1.37 6.02 0.54 0.81
O -2.23 5.57 1.49 -0.37
C -1.87 5.45 2.87 -0.37
C -2.04 6.75 3.62 -0.96
C -0.05 6.61 0.96 -1.07
H -0.86 5.06 2.96 0.32
H -2.55 4.70 3.26 0.33
H -1.38 7.53 3.24 0.27
H -1.83 6.61 4.68 0.36
H -3.07 7.11 3.52 0.29
H -0.18 7.69 1.07 0.32
H 0.66 6.44 0.16 0.31
H 0.36 6.22 1.89 0.34
O -0.81 -4.65 1.89 -0.49
C -1.76 -4.35 2.57 0.77
O -2.21 -3.08 2.48 -0.30
C -3.41 -2.63 3.12 -0.44
C -3.17 -2.22 4.55 -1.00
C -2.39 -5.31 3.55 -1.15
H -4.19 -3.38 3.02 0.38
H -3.71 -1.77 2.52 0.33
H -2.86 -3.06 5.17 0.27
H -4.09 -1.81 4.98 0.38
H -2.40 -1.45 4.60 0.30
H -1.84 -5.25 4.49 0.28
H -2.29 -6.31 3.15 0.32
H -3.44 -5.11 3.75 0.37
O -0.45 2.61 -8.66 -0.56
C -0.12 2.53 -7.51 0.72
O 1.17 2.26 -7.24 -0.36
C 1.70 2.27 -5.91 -0.48
C 1.49 0.94 -5.21 -0.84
C -1.11 2.65 -6.38 -0.79
H 1.29 3.10 -5.34 0.35
H 2.76 2.46 -6.04 0.32
H 0.43 0.72 -5.07 0.25
H 1.96 0.96 -4.22 0.27
H 1.94 0.13 -5.79 0.34
H -1.55 1.67 -6.21 0.25
H -1.90 3.33 -6.70 0.31
H -0.70 3.01 -5.45 0.21
O 5.88 -4.27 0.56 -0.56
C 4.78 -4.75 0.50 0.71
O 3.82 -4.27 1.31 -0.38
C 2.45 -4.69 1.23 -0.11
C 2.18 -5.96 2.00 -0.98
C 4.47 -5.92 -0.42 -0.89
H 2.14 -4.77 0.18 0.29
H 1.89 -3.86 1.66 0.15
H 2.73 -6.81 1.59 0.32
H 1.11 -6.18 1.96 0.30
H 2.47 -5.83 3.04 0.30
H 4.72 -6.84 0.11 0.25
H 5.11 -5.83 -1.29 0.30
H 3.43 -5.98 -0.74 0.31
```

charge	0
E_HOMO	-10.02	eV
2S+1	1
largest force on an atom	0.38	eV/Å
SMILES	CCOC(C)=O.CCOC(C)=O.CCOC(C)=O.CCOC(C)=O.CBOCC
Kohn-Sham gap	10.378	eV

Molecular formula: C18H30NO3PPt
Method: DFT, ωB97M-V/def2-TZVPD

XYZ file:
```
54
Properties=species:S:1:pos:R:3:lowdin_spin:R:1
Pt -0.18 -0.48 -0.37 0.58
C -0.41 -1.71 1.10 0.12
O -0.67 -2.42 1.97 0.07
C -0.40 -1.80 -1.88 0.19
O -0.65 -2.56 -2.70 0.07
C -1.09 0.92 -1.31 0.14
O -1.68 1.82 -1.74 0.08
C 3.00 -0.50 0.96 0.04
P 1.66 0.67 0.51 0.29
H 1.98 2.35 2.14 0.03
H 2.56 -1.02 1.83 0.00
C 2.47 1.94 -0.56 0.05
H 3.42 2.12 -0.03 0.01
C 4.29 0.20 1.40 0.02
H 4.10 0.96 2.16 0.00
H 4.81 0.66 0.55 0.00
H 4.97 -0.55 1.83 0.00
C 3.29 -1.55 -0.11 0.02
H 3.87 -1.15 -0.95 0.00
C -0.16 2.25 1.93 0.02
H 2.35 -1.97 -0.49 0.01
H 3.86 -2.37 0.33 0.00
C 1.28 0.70 3.32 0.02
H -0.96 1.52 1.82 0.01
H -0.38 2.78 2.87 0.00
H -0.21 2.94 1.09 0.00
C 1.20 1.57 2.06 0.16
H 0.86 1.28 4.16 0.01
H 2.30 0.37 3.56 0.00
H 0.65 -0.19 3.21 0.01
C 1.71 3.27 -0.61 0.00
H 0.74 3.14 -1.09 0.00
H 2.29 3.95 -1.24 0.00
H 1.58 3.72 0.38 0.00
C 2.78 1.41 -1.95 0.01
H 1.86 1.11 -2.46 0.00
H 3.47 0.57 -1.95 0.00
H 3.21 2.23 -2.55 0.00
H -2.08 1.40 3.63 0.00
H -2.43 1.06 3.05 0.00
N -3.63 -0.86 0.17 0.40
C -3.98 -1.58 -0.96 0.16
C -4.34 -0.90 -2.14 0.37
C -4.69 -1.62 -3.27 0.24
C -4.69 -3.02 -3.28 0.19
C -4.35 -3.70 -2.10 0.24
C -4.01 -3.00 -0.95 0.38
H -3.73 0.15 0.25 0.01
H -3.50 -1.36 1.04 0.01
H -4.35 0.19 -2.14 0.01
H -4.94 -1.07 -4.18 0.00
H -4.93 -3.56 -4.19 0.00
H -4.33 -4.79 -2.09 0.00
H -3.79 -3.55 -0.03 0.01
```

charge	+4
E_HOMO (spin up / spin down)	-21.27 / -22.00	eV
2S+1	5
largest force on an atom	6.25	eV/Å
ΔE to the lowest compared entry with this formula, charge and spin	5.0	kcal per mole
Kohn-Sham gap (spin up / spin down)	7.218 / 3.541	eV
⟨S²⟩	6.027

Molecular formula: C5H8BrFO
Method: DFT, ωB97M-V/def2-TZVPD

XYZ file:
```
16
Properties=species:S:1:pos:R:3:mulliken_charge:R:1
C -1.15 0.52 -0.21 -0.72
C -0.62 -0.74 0.51 -0.54
C 0.10 1.01 -1.00 -0.50
C 0.74 -0.24 0.92 -0.55
C 1.09 0.59 0.01 -0.01
O 3.68 -2.25 0.14 -0.31
F 2.96 -3.09 -0.61 -0.10
Br 2.88 1.46 0.15 -0.17
H -1.85 0.17 -0.93 0.31
H -1.66 1.22 0.42 0.31
H -1.09 -0.91 1.50 0.32
H -0.44 -1.68 -0.06 0.24
H 0.01 0.41 -1.94 0.22
H 0.30 2.01 -1.05 0.39
H 1.35 -0.63 1.67 0.71
H 3.00 -1.53 0.45 0.39
```

charge	0
E_HOMO	-9.56	eV
2S+1	1
largest force on an atom	4.86	eV/Å
SMILES	BrC1=CCCC1.OF
ΔE to the lowest compared entry with this formula, charge and spin	82.6	kcal per mole
Kohn-Sham gap	10.379	eV

Molecular formula: C4H7NO2
Method: DFT, ωB97M-V/def2-TZVPD

XYZ file:
```
14
Properties=species:S:1:pos:R:3:mulliken_charge:R:1
C -0.10 1.56 0.77 -1.17
C -0.22 0.10 0.39 0.83
C -0.81 -0.82 1.16 -1.11
O -0.77 1.13 -1.96 -0.61
C 0.41 -0.32 -0.88 0.63
O 0.51 0.45 -1.89 -0.21
N 0.96 -1.52 -1.01 -0.38
H -0.41 1.70 1.81 0.39
H 0.93 1.91 0.66 0.27
H -0.72 2.15 0.10 0.30
H -0.94 -1.85 0.84 0.31
H -1.24 -0.55 2.13 0.27
H 1.34 -1.78 -1.91 0.25
H 1.06 -2.15 -0.22 0.23
```

charge	0
E_HOMO (spin up / spin down)	-8.09 / -8.09	eV
2S+1	1
largest force on an atom	0.57	eV/Å
ΔE to the lowest compared entry with this formula, charge and spin	119.1	kcal per mole
Kohn-Sham gap (spin up / spin down)	8.207 / 8.206	eV